{"formula": "C30H68O22P4", "method": "the ωB97M-V functional and the def2-TZVPD basis", "homo_lumo_gap_ev": 10.25, "homo_ev": -9.908, "lumo_ev": 0.3, "de_lowest_kcal_mol": 0.00, "elements": ["C", "C", "O", "C", "O", "O", "H", "H", "H", "H", "C", "C", "O", "C", "O", "O", "H", "H", "H", "H", "C", "C", "O", "P", "O", "O", "C", "C", "O", "C", "C", "H", "H", "H", "H", "H", "H", "H", "H", "H", "H", "H", "H", "H", "H", "H", "C", "C", "O", "P", "O", "O", "C", "C", "O", "C", "C", "H", "H", "H", "H", "H", "H", "H", "H", "H", "H", "H", "H", "H", "H", "H", "C", "C", "O", "P", "O", "O", "C", "C", "O", "C", "C", "H", "H", "H", "H", "H", "H", "H", "H", "H", "H", "H", "H", "H", "H", "H", "C", "C", "O", "P", "O", "O", "C", "C", "O", "C", "C", "H", "H", "H", "H", "H", "H", "H", "H", "H", "H", "H", "H", "H", "H", "H"], "xyz": [[0.669, 3.333, -4.747], [-0.025, 2.267, -3.921], [-1.308, 2.256, -4.550], [-1.538, 3.489, -5.054], [-2.565, 3.859, -5.445], [-0.417, 4.237, -4.995], [1.072, 2.929, -5.676], [1.429, 3.884, -4.199], [-0.084, 2.504, -2.858], [0.476, 1.305, -4.022], [0.371, -1.061, 0.049], [1.122, 0.161, -0.476], [0.834, 0.183, -1.880], [-0.089, -0.759, -2.186], [-0.451, -1.009, -3.284], [-0.495, -1.416, -1.078], [-0.267, -0.879, 0.903], [1.028, -1.921, 0.133], [2.187, 0.029, -0.317], [0.779, 1.109, -0.071], [-1.286, -0.135, -7.827], [-2.249, -0.931, -6.951], [-1.496, -1.820, -6.117], [-2.042, -3.231, -5.689], [-1.105, -3.971, -4.855], [-3.469, -2.951, -5.054], [-3.564, -2.184, -3.818], [-4.955, -2.370, -3.232], [-2.415, -3.852, -7.090], [-3.060, -5.163, -7.145], [-4.520, -4.960, -7.527], [-0.652, 0.485, -7.197], [-0.724, -0.851, -8.424], [-1.881, 0.502, -8.482], [-2.824, -0.257, -6.311], [-2.908, -1.510, -7.602], [-2.771, -2.508, -3.137], [-3.389, -1.122, -4.038], [-5.135, -3.447, -3.306], [-5.014, -2.068, -2.191], [-5.693, -1.808, -3.801], [-2.553, -5.739, -7.914], [-2.961, -5.621, -6.160], [-5.080, -5.884, -7.374], [-4.922, -4.174, -6.888], [-4.614, -4.613, -8.554], [-3.375, 0.230, -1.043], [-2.659, 1.478, -1.478], [-1.601, 1.800, -0.522], [-1.176, 3.301, -0.369], [-1.258, 4.139, -1.567], [-2.117, 3.783, 0.809], [-2.108, 5.220, 1.157], [-2.857, 5.294, 2.458], [0.266, 3.184, 0.253], [1.316, 4.186, 0.063], [1.991, 4.360, 1.398], [-2.728, -0.644, -0.939], [-3.958, 0.405, -0.144], [-4.016, -0.069, -1.880], [-2.190, 1.356, -2.449], [-3.402, 2.277, -1.488], [-1.048, 5.483, 1.224], [-2.525, 5.709, 0.278], [-2.798, 6.249, 2.975], [-3.889, 4.965, 2.365], [-2.360, 4.563, 3.105], [1.944, 3.747, -0.719], [0.893, 5.097, -0.362], [2.749, 5.136, 1.411], [1.183, 4.688, 2.065], [2.318, 3.401, 1.793], [-0.308, 2.879, 8.686], [-0.791, 1.526, 8.245], [0.342, 0.840, 7.651], [0.074, -0.284, 6.574], [1.221, -1.078, 6.185], [-0.603, 0.509, 5.363], [0.213, 1.431, 4.603], [-0.578, 1.766, 3.352], [-1.164, -1.082, 7.131], [-1.500, -2.356, 6.517], [-2.995, -2.382, 6.310], [-1.098, 3.463, 9.173], [0.507, 2.859, 9.411], [0.031, 3.512, 7.862], [-1.148, 0.972, 9.115], [-1.625, 1.612, 7.548], [0.327, 2.339, 5.213], [1.212, 1.095, 4.318], [-0.680, 0.832, 2.793], [-1.569, 2.145, 3.604], [-0.103, 2.490, 2.694], [-0.965, -2.501, 5.582], [-1.215, -3.137, 7.224], [-3.373, -3.362, 6.005], [-3.592, -2.087, 7.171], [-3.245, -1.710, 5.483], [6.284, -2.397, 3.932], [4.771, -2.327, 4.092], [4.059, -2.629, 2.874], [3.830, -1.605, 1.710], [2.819, -0.592, 1.967], [5.287, -1.063, 1.385], [5.448, 0.115, 0.562], [6.651, -0.096, -0.322], [3.464, -2.559, 0.518], [4.343, -3.450, -0.235], [4.584, -4.735, 0.552], [6.647, -1.808, 3.096], [6.702, -2.131, 4.902], [6.577, -3.424, 3.691], [4.483, -3.112, 4.785], [4.438, -1.379, 4.497], [4.582, 0.208, -0.105], [5.505, 1.021, 1.162], [7.561, -0.226, 0.269], [6.467, -0.917, -1.008], [6.906, 0.799, -0.899], [3.818, -3.632, -1.167], [5.282, -2.915, -0.377], [5.312, -4.491, 1.326], [3.674, -5.115, 1.001], [5.087, -5.489, -0.057]]}